{
  "formula": "C21H31KN3O2S2",
  "method": "ωB97M-V/def2-TZVPD",
  "homo_ev": -11.2,
  "total_charge": 1,
  "orbital_gap_ev": 9.196,
  "multiplicity": 1,
  "lumo_ha": -0.07437,
  "relative_energy_kj_mol": 0.0,
  "species": ["K", "O", "S", "C", "C", "C", "C", "S", "O", "C", "C", "C", "C", "C", "C", "C", "C", "C", "C", "C", "C", "H", "H", "H", "H", "H", "H", "H", "H", "H", "H", "H", "H", "H", "H", "H", "H", "H", "H", "C", "N", "C", "C", "N", "N", "C", "C", "H", "H", "H", "H", "H", "H", "H", "H", "H", "H", "H", "H", "H"],
  "xyz": [[-0.226, 0.025, -0.675], [-1.872, -1.775, -0.284], [-3.236, -2.406, -0.314], [-4.394, -1.019, -0.300], [-4.174, -0.031, 0.831], [-4.954, 1.270, 0.642], [-4.493, 2.160, -0.503], [-2.873, 2.963, -0.376], [-1.836, 1.874, -0.342], [-3.000, 3.599, 1.286], [-3.721, 4.768, 1.492], [-3.835, 5.271, 2.778], [-3.217, 4.618, 3.837], [-2.483, 3.462, 3.614], [-2.371, 2.945, 2.331], [-3.530, -3.036, 1.332], [-4.666, -3.801, 1.557], [-4.902, -4.295, 2.831], [-3.998, -4.038, 3.854], [-2.858, -3.289, 3.608], [-2.616, -2.781, 2.340], [-5.395, -1.460, -0.279], [-4.252, -0.570, -1.285], [-3.109, 0.183, 0.917], [-4.491, -0.491, 1.769], [-4.917, 1.840, 1.572], [-6.011, 1.048, 0.467], [-5.186, 2.995, -0.640], [-4.441, 1.640, -1.461], [-4.179, 5.287, 0.658], [-4.393, 6.180, 2.953], [-3.300, 5.019, 4.838], [-1.993, 2.964, 4.440], [-1.793, 2.052, 2.132], [-5.355, -4.019, 0.750], [-5.784, -4.891, 3.022], [-4.181, -4.434, 4.844], [-2.151, -3.102, 4.406], [-1.728, -2.202, 2.120], [3.647, -3.564, -0.964], [2.987, -2.546, -0.157], [1.586, -2.818, 0.074], [3.376, -1.228, -0.265], [2.485, -0.294, -0.340], [4.739, -1.023, -0.293], [5.617, -1.766, 0.603], [5.233, 0.295, -0.633], [3.078, -3.756, -1.881], [3.721, -4.498, -0.405], [4.644, -3.244, -1.247], [1.482, -3.854, 0.396], [0.976, -2.687, -0.829], [1.204, -2.172, 0.863], [2.931, 0.614, -0.239], [5.101, -2.627, 1.015], [5.938, -1.130, 1.434], [6.505, -2.108, 0.068], [5.135, 1.010, 0.194], [4.710, 0.683, -1.507], [6.290, 0.215, -0.880]]
}

=====

{
  "formula": "C21H31N2O3P",
  "method": "ωB97M-V/def2-TZVPD",
  "homo_ev": -7.8,
  "smiles": "C=CCc1cc2nc(P(O)O)c(CCCCCC)nc2cc1COCCC",
  "orbital_gap_ev": 7.284,
  "multiplicity": 1,
  "lumo_ha": -0.02067,
  "relative_energy_kj_mol": 688.8,
  "species": ["C", "C", "C", "C", "C", "C", "N", "C", "P", "O", "O", "C", "C", "C", "C", "C", "C", "C", "N", "C", "C", "C", "C", "O", "C", "C", "C", "H", "H", "H", "H", "H", "H", "H", "H", "H", "H", "H", "H", "H", "H", "H", "H", "H", "H", "H", "H", "H", "H", "H", "H", "H", "H", "H", "H", "H", "H", "H"],
  "xyz": [[2.489, -2.990, -0.675], [3.626, -2.307, -1.147], [3.523, -0.796, -1.637], [2.316, -0.156, -0.872], [1.043, -0.094, -1.563], [-0.225, 0.466, -0.956], [-1.372, 0.425, -1.741], [-2.424, 0.928, -1.024], [-4.111, 0.907, -1.882], [-4.667, 2.490, -2.092], [-3.825, 0.201, -3.401], [-2.374, 1.458, 0.380], [-3.682, 1.980, 1.079], [-4.412, 0.789, 1.876], [-3.878, -0.646, 1.492], [-4.706, -1.830, 2.186], [-4.687, -3.088, 1.212], [-3.273, -3.358, 0.550], [-1.230, 1.487, 1.116], [-0.135, 0.967, 0.429], [1.179, 0.915, 1.160], [2.397, 0.365, 0.546], [3.743, 0.288, 1.347], [4.874, 0.773, 0.627], [4.934, 2.211, 0.617], [5.319, 2.708, -0.835], [6.564, 1.904, -1.442], [2.012, -2.670, 0.297], [2.009, -3.856, -1.203], [4.599, -2.868, -1.152], [4.494, -0.254, -1.503], [3.284, -0.823, -2.733], [0.989, -0.498, -2.605], [-5.640, 2.411, -2.025], [-4.572, -0.374, -3.637], [-4.362, 2.534, 0.384], [-3.353, 2.723, 1.867], [-5.497, 0.826, 1.548], [-4.401, 0.958, 2.992], [-2.802, -0.821, 1.791], [-4.026, -0.764, 0.379], [-5.742, -1.466, 2.423], [-4.196, -2.097, 3.164], [-5.407, -2.840, 0.373], [-4.987, -4.044, 1.737], [-3.197, -4.382, 0.087], [-3.149, -2.614, -0.293], [-2.402, -3.182, 1.243], [1.263, 1.301, 2.213], [3.942, -0.811, 1.542], [3.601, 0.764, 2.357], [4.011, 2.712, 1.026], [5.785, 2.541, 1.298], [5.669, 3.780, -0.704], [4.452, 2.711, -1.547], [7.372, 2.581, -1.825], [6.229, 1.203, -2.258], [7.016, 1.326, -0.581]]
}

=====

{
  "formula": "C21H31N3O2S",
  "method": "ωB97M-V/def2-TZVPD",
  "homo_ev": -7.6,
  "smiles": "CCOc1ccc(NC(=S)N2CCC(NC(=O)C3CCCCC3)CC2)cc1",
  "orbital_gap_ev": 8.261,
  "multiplicity": 1,
  "lumo_ha": 0.02313,
  "relative_energy_kj_mol": 1977.0,
  "species": ["C", "C", "O", "C", "C", "C", "C", "N", "C", "S", "N", "C", "C", "C", "N", "C", "O", "C", "C", "C", "C", "C", "C", "C", "C", "C", "C", "H", "H", "H", "H", "H", "H", "H", "H", "H", "H", "H", "H", "H", "H", "H", "H", "H", "H", "H", "H", "H", "H", "H", "H", "H", "H", "H", "H", "H", "H", "H"],
  "xyz": [[4.512, -2.664, -3.416], [3.268, -1.911, -2.682], [2.136, -2.913, -2.569], [1.119, -2.569, -2.021], [0.902, -1.247, -1.589], [-0.187, -1.162, -0.796], [-1.041, -2.170, -0.658], [-2.570, -2.065, -0.095], [-2.707, -0.917, 0.865], [-4.177, -0.470, 1.046], [-1.859, -0.914, 2.057], [-0.801, -1.741, 2.192], [0.727, -1.047, 2.406], [0.458, 0.463, 2.794], [-0.053, 1.341, 1.686], [1.140, 1.667, 0.889], [2.195, 1.362, 0.824], [0.697, 2.557, -0.164], [1.455, 2.576, -1.415], [1.197, 3.626, -2.398], [0.895, 5.048, -1.994], [0.210, 5.243, -0.610], [0.787, 4.263, 0.287], [-0.798, 0.349, 3.804], [-1.995, 0.156, 3.175], [-1.129, -3.393, -1.399], [0.084, -3.656, -2.056], [5.365, -2.055, -3.375], [4.812, -3.540, -3.061], [4.216, -3.057, -4.499], [3.740, -1.646, -1.678], [3.057, -1.025, -3.177], [1.458, -0.503, -1.384], [-0.555, -0.204, -0.335], [-3.391, -2.182, -0.529], [-0.612, -2.380, 1.600], [-1.085, -2.238, 3.253], [1.374, -1.350, 3.078], [1.165, -0.880, 1.430], [1.236, 1.007, 3.300], [-0.859, 1.575, 1.495], [-0.269, 2.458, -0.328], [2.407, 2.693, -1.063], [1.269, 1.718, -2.066], [1.821, 3.749, -3.465], [0.125, 3.562, -2.899], [2.138, 5.348, -1.718], [0.831, 5.869, -2.568], [0.390, 6.224, -0.148], [-0.881, 4.975, -0.936], [1.563, 4.249, 0.756], [0.156, 4.135, 1.264], [-0.477, -0.054, 4.529], [-1.006, 1.444, 4.029], [-2.491, 0.725, 2.744], [-2.708, -0.442, 3.729], [-1.893, -4.325, -1.202], [0.335, -4.498, -2.462]]
}

=====

{
  "formula": "C21H31N3O6S",
  "method": "ωB97M-V/def2-TZVPD",
  "homo_ev": -8.5,
  "orbital_gap_ev": 8.644,
  "multiplicity": 1,
  "lumo_ha": 0.00397,
  "relative_energy_kj_mol": 2261.0,
  "species": ["C", "C", "O", "C", "C", "H", "H", "C", "N", "C", "O", "C", "N", "C", "O", "C", "H", "O", "C", "C", "C", "C", "C", "C", "H", "S", "O", "O", "N", "C", "H", "C", "H", "H", "C", "H", "H", "C", "C", "H", "C", "H", "H", "H", "H", "H", "H", "H", "H", "H", "H", "H", "H", "H", "H", "H", "H", "H", "H", "H", "H", "H"],
  "xyz": [[-4.785, -1.558, -0.844], [-3.406, -2.255, -1.390], [-2.614, -2.451, -0.274], [-1.468, -3.136, -0.593], [-0.709, -3.429, 0.579], [-0.568, -2.348, 1.178], [-1.453, -3.897, 1.622], [0.552, -4.004, 0.442], [1.446, -3.355, -0.441], [2.305, -2.386, 0.029], [2.198, -1.666, 1.170], [3.104, -1.733, -1.164], [3.712, -0.689, -0.851], [4.983, -0.282, -0.235], [5.747, -1.298, -0.374], [5.223, 0.988, 0.376], [5.038, 0.881, 1.366], [4.637, 2.027, -0.364], [3.468, 1.992, -0.809], [2.538, 3.041, -0.887], [1.184, 2.829, -1.417], [0.579, 1.656, -1.198], [1.474, 0.560, -1.071], [2.767, 0.639, -0.670], [1.000, -0.347, -1.427], [-0.956, 1.311, -1.735], [-1.419, 2.064, -2.719], [-1.145, 0.054, -2.069], [-1.999, 1.562, -0.255], [-1.850, 0.592, 0.775], [-1.831, -0.233, 0.169], [-0.729, 0.779, 1.532], [0.199, 1.165, 1.096], [-0.465, -0.291, 2.070], [-0.975, 1.721, 2.811], [0.072, 2.267, 3.259], [-1.470, 1.287, 3.428], [-1.713, 3.077, 2.693], [-1.394, 3.656, 1.057], [-0.430, 3.609, 0.923], [-2.145, 2.896, 0.097], [-2.243, 3.586, -0.764], [-3.380, 2.989, 0.256], [-1.637, 4.542, 1.054], [-2.890, 2.924, 2.396], [-1.342, 3.754, 3.169], [-2.744, 0.582, 1.298], [0.738, 3.532, -1.524], [3.049, 4.062, -1.062], [6.240, 1.251, 0.229], [2.750, -1.777, -2.090], [4.114, -2.436, -1.140], [1.670, -3.598, -1.412], [1.135, -4.169, 1.637], [0.498, -5.101, 0.311], [-0.956, -2.354, -1.070], [-1.689, -4.151, -1.111], [-3.075, -1.584, -2.008], [-3.768, -3.083, -1.899], [-5.335, -1.388, -1.490], [-4.529, -0.683, -0.544], [-5.309, -2.193, -0.119]]
}